The following is a DFT calculation (ωB97M-V with the def2-TZVPD basis set) of a structure of composition C42H50AsMoN2S4.

Properties
HOMO level   -4.2 eV
Total charge   -1
Orbital gap   6.67 eV
LUMO   2.50 eV
Energy above the lowest of the compared OMol25 structures with the same formula, charge and spin   7.6 kcal per mole
Multiplicity   1
Largest force on an atom   0.72 eV/Å

```
100
Properties=species:S:1:pos:R:3:lowdin_charge:R:1
Mo 0.28 -1.21 -0.64 0.8991
S 0.53 0.25 1.15 -0.0597
S 2.31 -0.29 2.22 -0.1274
S 3.64 -0.60 0.71 -0.1243
S 2.45 -1.91 -0.55 -0.0011
C -3.58 -1.01 -0.58 -0.0855
C -3.56 -1.75 0.75 -0.3681
C -2.94 -0.92 1.88 -0.0647
C -2.96 -3.15 0.72 -0.1471
C -3.83 -4.19 0.99 -0.0584
C -3.38 -5.50 1.12 -0.0978
C -2.03 -5.74 1.03 -0.0564
C -1.11 -4.73 0.76 -0.1406
C 0.35 -5.12 0.78 -0.3781
C 1.15 -4.32 1.80 -0.0752
C 0.97 -5.12 -0.62 -0.0866
C -1.58 -3.41 0.52 -0.2283
N -0.76 -2.41 0.04 -0.2188
H -2.59 -0.69 -0.90 0.0290
H -4.20 -0.11 -0.50 0.0666
H -4.02 -1.63 -1.37 0.0783
H -4.61 -1.91 1.02 0.1174
H -1.94 -0.58 1.61 -0.0059
H -2.86 -1.51 2.79 0.0857
H -3.56 -0.05 2.10 0.0587
H -4.88 -3.98 1.12 0.1031
H -4.08 -6.30 1.32 0.0923
H -1.66 -6.74 1.19 0.1041
H 0.36 -6.16 1.13 0.1163
H 1.21 -3.27 1.54 0.0059
H 2.17 -4.70 1.85 0.0794
H 0.70 -4.41 2.79 0.0812
H 1.03 -4.11 -1.01 -0.0106
H 0.38 -5.73 -1.30 0.0777
H 1.98 -5.53 -0.58 0.0764
C -4.84 4.67 1.98 -0.1029
C -3.85 5.46 1.42 -0.0911
C -2.85 4.89 0.65 -0.0909
C -2.83 3.52 0.42 -0.3811
C -3.82 2.73 1.00 -0.1300
C -4.83 3.30 1.77 -0.0903
As -1.49 2.60 -0.70 1.3442
C -2.28 3.05 -2.43 -0.3747
C -3.66 3.18 -2.59 -0.1049
C -4.22 3.33 -3.85 -0.0962
C -3.40 3.36 -4.98 -0.0984
C -2.03 3.23 -4.83 -0.0798
C -1.47 3.07 -3.57 -0.1227
C -0.11 3.98 -0.55 -0.4021
C 0.03 5.07 -1.41 -0.1159
C 0.97 6.05 -1.15 -0.0983
C 1.78 5.97 -0.02 -0.1077
C 1.65 4.89 0.84 -0.0881
C 0.72 3.89 0.57 -0.1284
H -5.62 5.12 2.58 0.0949
H -3.85 6.53 1.58 0.0975
H -2.08 5.52 0.22 0.0952
H -3.80 1.66 0.85 0.0587
H -5.59 2.67 2.21 0.0992
H -4.30 3.16 -1.72 0.0908
H -5.29 3.43 -3.95 0.0960
H -3.84 3.48 -5.96 0.0948
H -1.39 3.24 -5.70 0.0825
H -0.40 2.95 -3.47 0.0795
H -0.61 5.16 -2.28 0.0953
H 1.07 6.89 -1.83 0.0974
H 2.51 6.74 0.18 0.0957
H 2.28 4.80 1.71 0.1037
H 0.64 3.03 1.23 0.0490
C 3.14 2.82 -1.80 -0.0325
C 2.23 2.11 -2.76 -0.2681
C 2.16 2.51 -4.09 -0.0387
C 1.35 1.81 -4.97 -0.2922
C 1.26 2.22 -6.42 -0.0494
C 0.60 0.73 -4.52 -0.0356
C 0.63 0.29 -3.18 -0.2861
C 1.48 1.03 -2.33 -0.0653
N -0.07 -0.80 -2.65 -0.1213
C -0.85 -1.65 -3.58 -0.6002
C -2.09 -0.92 -4.13 -0.0306
C -1.40 -2.87 -2.83 -0.0779
C 0.06 -2.23 -4.69 -0.0410
H 4.15 2.90 -2.20 0.0815
H 3.19 2.30 -0.84 0.0658
H 2.78 3.84 -1.61 0.0595
H 2.76 3.35 -4.44 0.1132
H 2.20 2.66 -6.75 0.0732
H 0.48 2.97 -6.58 0.0565
H 1.04 1.37 -7.06 0.0758
H -0.01 0.24 -5.25 0.0784
H 1.63 0.75 -1.29 0.0018
H -2.77 -0.72 -3.30 0.0654
H -2.59 -1.55 -4.85 0.0851
H -1.87 0.04 -4.59 0.0577
H -2.07 -2.57 -2.03 0.0384
H -1.97 -3.48 -3.53 0.0879
H -0.59 -3.47 -2.42 0.0624
H 0.14 -1.59 -5.57 0.0593
H -0.34 -3.19 -5.02 0.0752
H 1.06 -2.40 -4.29 0.0939
```

The following is a DFT calculation (ωB97M-V with the def2-TZVPD basis set) of a structure of composition C42H50BrClF6NO5SSbSeW.

Properties
HOMO level (spin up / spin down)   -11.3 / -11.3 eV
Total charge   +1
Orbital gap (spin up / spin down)   6.85 / 4.10 eV
LUMO (spin up / spin down)   -4.43 / -7.17 eV
Energy above the lowest of the compared OMol25 structures with the same formula, charge and spin   4.5 kcal per mole
⟨S²⟩   0.770
Multiplicity   2
Largest force on an atom   1.00 eV/Å

```
110
Properties=species:S:1:pos:R:3:lowdin_charge:R:1
W 1.53 -0.82 -0.45 1.8610
C -5.32 0.35 -3.80 -0.0622
C -4.14 1.05 -4.48 -0.5565
C -4.46 2.54 -4.62 -0.0352
C -3.94 0.43 -5.87 -0.0341
C -2.85 0.87 -3.69 -0.1412
C -2.77 0.12 -2.53 -0.0372
C -1.53 -0.05 -1.92 -0.3865
Se -1.43 -1.23 -0.42 1.3202
C -1.57 -0.10 1.10 -0.3648
C -2.73 -0.05 1.85 -0.0351
C -2.75 0.75 2.99 -0.1415
C -1.62 1.50 3.29 0.0652
C -0.43 1.46 2.56 -0.0617
C -0.42 0.58 1.48 -0.2989
O 0.69 0.36 0.71 -0.2975
C 0.74 2.41 2.86 -0.5203
C 0.95 3.30 1.62 -0.0162
C 2.02 1.64 3.17 -0.0369
C 0.42 3.32 4.05 -0.0550
C -4.01 0.78 3.86 -0.5567
C -5.20 1.24 3.02 -0.0375
C -3.86 1.72 5.06 -0.0567
C -4.27 -0.64 4.39 -0.0392
C -0.36 0.45 -2.46 -0.2884
O 0.82 0.10 -1.89 -0.3159
C -0.41 1.28 -3.59 -0.0561
C -1.66 1.45 -4.17 0.0559
C 0.83 2.00 -4.14 -0.5192
C 1.87 0.98 -4.62 -0.0185
C 1.41 2.88 -3.02 -0.0248
C 0.49 2.91 -5.32 -0.0575
H -6.21 0.49 -4.40 0.0911
H -5.15 -0.72 -3.69 0.0881
H -5.52 0.78 -2.81 0.0887
H -5.37 2.67 -5.21 0.0914
H -4.63 3.00 -3.64 0.0930
H -3.67 3.09 -5.12 0.0795
H -4.87 0.48 -6.43 0.0904
H -3.18 0.96 -6.44 0.0829
H -3.65 -0.61 -5.79 0.0936
H -3.65 -0.31 -2.08 0.1012
H -3.60 -0.61 1.53 0.1121
H -1.65 2.15 4.14 0.0908
H 1.23 2.71 0.75 0.0645
H 0.05 3.86 1.38 0.0974
H 1.76 4.00 1.81 0.0980
H 2.35 1.01 2.35 0.0434
H 2.83 2.35 3.37 0.1009
H 1.90 1.02 4.06 0.0937
H -0.45 3.95 3.87 0.0924
H 0.26 2.74 4.96 0.0926
H 1.28 3.97 4.22 0.0946
H -5.04 2.24 2.63 0.0947
H -5.39 0.58 2.18 0.0772
H -6.10 1.26 3.63 0.0913
H -3.69 2.75 4.74 0.0921
H -4.78 1.70 5.64 0.0919
H -3.04 1.42 5.71 0.0916
H -4.47 -1.34 3.57 0.0788
H -3.41 -1.01 4.95 0.0904
H -5.14 -0.64 5.04 0.0907
H -1.73 2.07 -5.05 0.1010
H 2.21 0.32 -3.82 0.0556
H 1.47 0.36 -5.42 0.0960
H 2.75 1.51 -5.00 0.0975
H 1.64 2.31 -2.12 0.0492
H 2.33 3.35 -3.36 0.0923
H 0.70 3.67 -2.75 0.0981
H 0.13 2.35 -6.18 0.0912
H -0.25 3.67 -5.05 0.0906
H 1.40 3.43 -5.62 0.0950
O 5.37 -2.85 3.53 -0.2175
S 4.57 -1.44 3.97 0.9830
O 3.38 -1.87 4.68 -0.4221
N 4.00 -0.92 2.50 -0.0392
C 3.84 -1.69 1.50 -0.4146
O 3.17 -1.18 0.43 -0.3075
C 4.35 -3.04 1.35 -0.0870
C 4.21 -3.79 0.18 -0.0073
C 4.71 -5.07 0.11 -0.0535
C 5.37 -5.61 1.21 -0.0411
C 5.56 -4.87 2.36 0.0197
C 5.06 -3.58 2.42 -0.2401
H 3.75 -3.33 -0.68 0.0966
H 4.61 -5.65 -0.80 0.1117
H 5.77 -6.62 1.16 0.1162
H 6.11 -5.26 3.21 0.1306
Br -0.21 -5.43 4.25 0.9640
C 0.15 -4.19 2.94 -0.6425
C 0.61 -2.91 3.32 -0.0547
C 0.88 -1.98 2.35 -0.0583
C 0.77 -2.30 0.97 -0.2460
C 0.23 -3.59 0.63 -0.1227
C -0.05 -4.52 1.59 -0.0758
H 0.77 -2.67 4.36 0.1157
H 1.25 -1.01 2.66 0.0987
H 0.04 -3.84 -0.40 0.0438
H -0.43 -5.50 1.33 0.1205
F 2.72 1.15 -0.52 -0.3903
Sb 4.57 0.82 -1.14 1.5613
F 5.10 1.46 0.54 -0.3236
F 4.42 2.62 -1.68 -0.3261
F 5.60 -0.69 -0.65 -0.3148
F 5.36 0.63 -2.83 -0.3284
F 3.30 -0.59 -1.90 -0.4180
Cl -0.04 -2.95 -2.71 0.5867
C 1.48 -2.56 -1.83 -0.6462
H 2.18 -2.24 -2.60 0.0266
H 1.81 -3.50 -1.39 0.0050
```

- energy above the lowest of the compared OMol25 structures with the same formula, charge and spin of number 2 (C42H50BrClF6NO5SSbSeW)?
  4.5 kcal per mole

- What is the total charge in the second record?
  +1

- Which value of energy above the lowest of the compared OMol25 structures with the same formula, charge and spin does entry 1 give?
  7.6 kcal per mole

- Which value of energy above the lowest of the compared OMol25 structures with the same formula, charge and spin does entry 2 give?
  4.5 kcal per mole